6
Properties=species:S:1:pos:R:3:forces:R:3 method="wB97M-V/def2-TZVPD" e_tot_ha=-1385.8246 multiplicity=2 s_squared=0.7634 orbital_gap_ev="6.386 / 6.391" e_above_lowest_kcal_mol=6.76 e_homo_ev="-8.1 / -8.1"
C -1.824 -0.439 -0.018 -2.503 0.326 0.294
O -0.571 -0.460 -0.029 2.579 0.475 -0.117
C -3.042 -0.354 0.045 1.020 -0.182 -0.141
Yb 1.579 0.368 -0.028 0.639 0.961 0.090
O 3.198 1.577 0.036 -2.213 -1.541 -0.093
H -4.113 -0.323 0.076 0.478 -0.038 -0.033

***

8
Properties=species:S:1:pos:R:3:forces:R:3 method="wB97M-V/def2-TZVPD" e_tot_ha=-775.9478 orbital_gap_ev=7.759 e_above_lowest_kcal_mol=48.43 charge=-1 e_homo_ev=-3.9
O 0.280 -0.679 2.574 0.810 -0.451 0.737
C 0.451 -0.720 1.404 -2.361 1.268 -4.503
S -0.076 1.352 -0.878 0.067 -1.203 1.328
C -0.054 -0.426 -0.063 2.461 3.034 5.049
O 1.314 -0.953 0.437 0.894 -0.363 0.728
O 0.134 0.876 -2.235 0.771 -0.198 -1.929
O -1.490 1.669 -0.655 -0.847 0.459 0.494
H -0.559 -1.118 -0.585 -1.795 -2.547 -1.904

***

8
Properties=species:S:1:pos:R:3:forces:R:3 method="wB97M-V/def2-TZVPD" e_tot_ha=-1138.2618 multiplicity=2 s_squared=0.7507 orbital_gap_ev="7.217 / 9.145" e_above_lowest_kcal_mol=0.00 charge=+1 e_homo_ev="-13.1 / -15.2"
O 0.457 -0.869 2.715 0.383 -0.126 -2.681
Sc 0.552 1.101 -1.105 -1.783 -1.176 1.936
C 0.818 -0.324 1.751 -0.184 1.176 3.565
O 1.285 0.557 1.104 0.056 -0.572 -1.396
H -2.544 -0.828 -0.153 0.188 0.311 0.359
O -0.514 -0.716 -0.351 0.392 0.046 -0.615
C -1.661 -0.166 -0.202 0.221 -0.260 -0.604
O -1.759 1.073 -0.233 0.727 0.601 -0.564

***

8
Properties=species:S:1:pos:R:3:forces:R:3 method="wB97M-V/def2-TZVPD" e_tot_ha=-452.9814 orbital_gap_ev=8.798 e_above_lowest_kcal_mol=17.57 charge=-1 smiles="O=C(O)C1([O-])OO1" e_homo_ev=-4.6
O -1.369 1.161 -0.750 1.397 -0.368 -1.321
O -0.937 -1.727 0.047 2.127 1.942 -0.229
C -0.144 0.675 -0.042 -3.567 -0.635 0.823
H 1.685 -0.299 0.069 0.054 -0.002 -0.313
O 0.912 1.286 0.115 1.217 0.810 -0.242
O 1.292 -1.197 -0.084 -1.342 0.052 0.472
C -0.050 -0.875 -0.020 -0.317 -1.998 -0.665
O -1.389 0.976 0.665 0.433 0.200 1.475